No. 1
Formula: C11H15N
Source: the Open Molecules 2025 dataset
Level of theory: the ωB97M-V functional and the def2-TZVPD basis

Properties
HOMO level: -7.741 eV
SMILES string: Cc1c[nH]c2ccccc12.CC
Electronic energy: -13138.6523 eV

```
27
Properties=species:S:1:pos:R:3:forces:R:3
C 1.931 -0.641 1.516 -0.07 -0.64 2.12
C 0.692 -1.243 1.038 -1.99 -2.17 0.53
C 0.085 -2.310 1.686 -2.17 1.72 -4.25
N -1.092 -2.702 0.989 0.19 -0.41 -0.14
C -1.177 -1.953 -0.169 -0.52 -0.98 1.14
C -2.062 -2.213 -1.293 2.65 0.82 2.01
C -1.828 -1.239 -2.203 -0.94 1.93 -1.87
C -1.034 -0.034 -2.051 -0.97 -1.22 -2.22
C -0.157 0.029 -1.039 1.54 1.23 0.55
C -0.151 -0.947 -0.064 -1.31 -1.71 -0.73
H 2.288 0.131 0.898 0.79 0.66 -0.69
H 2.662 -1.444 1.730 -0.04 0.67 -0.39
H 1.659 -0.216 2.498 0.59 0.25 -0.23
H 0.202 -2.714 2.583 1.09 -1.67 3.65
H -1.795 -3.449 1.228 1.63 1.27 -0.23
H -2.581 -3.173 -1.399 -0.02 0.76 -0.09
H -2.313 -1.224 -3.166 -0.40 -0.47 -0.20
H -1.043 0.650 -2.949 0.11 -0.63 1.42
H 0.585 0.809 -0.912 -0.29 -0.01 -0.65
C 0.019 3.299 -0.324 2.06 -1.27 1.09
C 1.282 2.710 0.581 -4.86 -1.06 0.40
H -0.094 4.263 0.157 -1.08 0.20 -0.36
H 0.314 3.420 -1.383 0.08 0.06 0.57
H -0.820 2.563 -0.325 0.41 1.07 0.45
H 0.962 2.641 1.698 0.64 0.44 -1.90
H 1.355 1.684 0.254 0.90 0.14 0.19
H 2.108 3.304 0.419 1.95 1.01 -0.15
```
Positions in Å, forces in eV/Å.



No. 2
Formula: C11H15N
Source: the Open Molecules 2025 dataset
Level of theory: the ωB97M-V functional and the def2-TZVPD basis

Properties
HOMO level: -7.988 eV
SMILES string: Cc1c[nH]c2ccccc12.CC
Electronic energy: -13140.2199 eV

```
27
Properties=species:S:1:pos:R:3:forces:R:3
C 1.300 -2.623 -1.038 -0.24 0.07 1.16
C 0.708 -1.292 -1.375 0.63 -0.28 -0.30
C 1.257 -0.377 -2.201 -0.09 0.48 -0.24
N 0.518 0.809 -2.200 -0.30 -0.24 -0.77
C -0.618 0.580 -1.443 0.19 -0.41 1.26
C -1.615 1.440 -0.997 -0.38 0.65 -1.15
C -2.552 1.018 -0.076 0.14 -0.69 -0.99
C -2.453 -0.283 0.449 0.46 0.33 1.43
C -1.376 -1.088 0.148 0.23 -0.33 -0.65
C -0.495 -0.698 -0.862 0.08 0.39 0.20
H 1.893 -3.080 -1.829 -0.24 0.04 -0.05
H 0.507 -3.279 -0.677 -0.05 -0.34 -0.51
H 1.933 -2.557 -0.141 0.16 0.19 -0.26
H 2.141 -0.428 -2.814 0.09 -0.12 0.01
H 0.447 1.322 -3.069 0.15 0.22 0.23
H -1.733 2.402 -1.497 0.09 -0.01 0.34
H -3.406 1.657 0.085 -0.04 0.02 0.49
H -3.034 -0.548 1.329 -0.39 -0.09 -0.37
H -1.133 -2.026 0.642 -0.53 0.10 0.18
C 1.692 1.161 1.922 0.47 -0.54 0.65
C 0.267 1.151 2.440 -1.31 -0.11 -0.21
H 1.968 1.993 1.280 -0.22 0.04 -0.08
H 2.366 1.168 2.769 0.32 0.27 0.27
H 1.960 0.217 1.440 -0.28 0.18 -0.41
H -0.443 1.681 1.806 0.19 0.23 -0.22
H 0.073 1.520 3.447 0.60 0.30 0.04
H -0.171 0.158 2.462 0.27 -0.38 -0.04
```
Positions in Å, forces in eV/Å.



No. 3
Formula: C11H15N
Source: the Open Molecules 2025 dataset
Level of theory: the ωB97M-V functional and the def2-TZVPD basis

Properties
HOMO level: -7.927 eV
SMILES string: Cc1c[nH]c2ccccc12.CC
Electronic energy: -13140.2282 eV

```
27
Properties=species:S:1:pos:R:3:forces:R:3
C 0.032 1.805 -2.876 0.66 0.59 0.70
C -0.065 0.703 -1.859 -1.60 -0.29 -1.06
C -0.133 -0.621 -2.197 -0.23 0.35 0.88
N -0.578 -1.372 -1.103 1.07 0.73 -1.01
C -0.722 -0.520 -0.041 -1.20 -0.02 0.58
C -1.168 -0.794 1.269 0.09 0.15 -1.02
C -1.527 0.279 2.043 0.09 -0.09 0.62
C -1.427 1.608 1.598 -0.25 -0.88 -0.53
C -0.924 1.846 0.333 -0.60 1.17 0.44
C -0.588 0.804 -0.520 1.21 -0.86 0.39
H -0.456 2.717 -2.524 -0.14 -0.15 0.08
H -0.413 1.563 -3.837 0.16 -0.20 -0.05
H 1.080 2.096 -2.986 -0.03 -0.02 -0.39
H -0.020 -1.062 -3.170 0.17 -0.19 -0.05
H -0.468 -2.360 -1.101 -0.06 -0.52 0.43
H -1.302 -1.813 1.606 0.05 -0.01 0.09
H -1.890 0.060 3.038 -0.14 0.16 0.08
H -1.906 2.387 2.171 0.40 0.21 0.14
H -0.930 2.884 0.018 0.26 -0.10 -0.31
C 3.274 -1.291 1.119 0.39 0.72 0.75
C 2.137 -1.770 2.016 -0.30 0.40 -0.88
H 3.211 -0.199 1.059 -0.13 -0.11 -0.49
H 4.270 -1.445 1.542 -0.09 -0.36 0.00
H 3.226 -1.741 0.133 0.05 0.05 -0.13
H 2.256 -2.813 2.294 -0.11 0.03 0.39
H 1.931 -1.081 2.836 0.45 -0.39 0.39
H 1.234 -1.658 1.419 -0.16 -0.39 -0.01
```
Positions in Å, forces in eV/Å.



No. 4
Formula: C11H15N
Source: the Open Molecules 2025 dataset
Level of theory: the ωB97M-V functional and the def2-TZVPD basis

Properties
HOMO level: -7.802 eV
SMILES string: Cc1c[nH]c2ccccc12.CC
Electronic energy: -13137.8208 eV

```
27
Properties=species:S:1:pos:R:3:forces:R:3
C 0.104 -0.594 -2.823 -1.90 2.68 -0.01
C -0.243 -1.006 -1.458 -1.85 -2.19 4.30
C -1.365 -1.711 -0.901 4.51 2.90 0.51
N -1.319 -1.772 0.507 2.46 1.12 -0.45
C -0.130 -1.067 0.942 0.32 0.88 -0.53
C 0.332 -0.540 2.219 0.91 -0.49 -1.74
C 1.558 0.199 2.176 -2.90 0.29 -1.71
C 2.057 0.619 0.914 1.30 1.04 2.92
C 1.689 0.152 -0.276 -0.11 -0.18 -1.61
C 0.580 -0.686 -0.257 -2.05 -0.72 -1.24
H -0.846 -0.239 -3.373 1.44 0.19 0.95
H 0.309 -1.414 -3.394 1.48 -2.18 -1.63
H 0.917 0.193 -2.804 -1.08 -1.02 -0.41
H -2.138 -2.189 -1.353 -2.21 -1.04 -1.44
H -2.184 -1.631 0.981 -0.38 -0.16 0.52
H -0.258 -0.669 3.122 0.25 -0.09 -0.04
H 1.864 0.912 2.913 -0.02 -0.49 1.16
H 2.649 1.520 1.028 0.74 -0.30 -0.47
H 2.169 0.550 -1.207 -0.74 -0.53 0.91
C -0.937 2.203 -0.880 1.88 0.31 1.16
C -1.383 2.604 0.623 0.22 -2.40 -2.44
H -1.141 1.232 -1.231 -1.40 -1.34 0.31
H -1.553 2.884 -1.417 0.41 0.67 -1.51
H 0.242 2.048 -1.152 -2.59 1.86 0.99
H -2.521 2.534 0.703 1.71 -0.55 0.31
H -1.158 3.614 0.723 0.51 1.84 0.34
H -0.696 2.023 1.239 -0.91 -0.09 0.82
```
Positions in Å, forces in eV/Å.



No. 5
Formula: C11H15N
Source: the Open Molecules 2025 dataset
Level of theory: the ωB97M-V functional and the def2-TZVPD basis

Properties
HOMO level: -7.803 eV
SMILES string: Cc1c[nH]c2ccccc12.CC
Electronic energy: -13139.3972 eV

```
27
Properties=species:S:1:pos:R:3:forces:R:3
C -0.035 -3.271 -0.787 0.43 0.09 -1.10
C -0.266 -1.894 -0.262 -0.83 -0.28 1.10
C -1.516 -1.388 -0.075 -0.23 0.37 0.07
N -1.514 -0.247 0.716 -0.15 -0.45 -0.32
C -0.205 0.003 1.085 0.17 -0.92 -0.01
C 0.362 0.964 1.903 0.22 1.59 0.91
C 1.738 1.041 2.068 -0.48 -2.12 -0.83
C 2.509 -0.044 1.578 0.70 2.63 -1.11
C 1.967 -0.947 0.702 -0.49 -1.56 -0.26
C 0.582 -1.038 0.521 0.36 1.43 0.12
H -0.345 -4.061 -0.105 -0.05 0.07 0.07
H 0.993 -3.477 -1.092 0.14 0.18 0.31
H -0.581 -3.356 -1.729 -0.24 -0.30 0.13
H -2.498 -1.756 -0.334 0.17 -0.21 -0.43
H -2.249 0.414 0.518 0.26 0.32 0.62
H -0.204 1.679 2.495 -0.46 0.14 -0.65
H 2.296 1.908 2.374 -0.38 0.16 0.85
H 3.555 0.263 1.574 0.20 -1.12 0.00
H 2.507 -1.641 0.066 0.65 0.02 0.50
C -0.867 3.447 -2.946 -0.76 0.63 1.18
C -1.778 2.229 -2.588 1.90 1.38 -0.94
H -1.097 4.353 -2.376 -0.37 0.00 -0.12
H 0.177 3.281 -2.670 -0.01 -0.34 -0.60
H -1.055 3.664 -3.997 0.61 0.09 -0.05
H -1.218 1.537 -3.219 -0.98 -1.07 0.37
H -2.772 2.460 -2.965 -0.13 -0.49 0.25
H -1.712 1.991 -1.531 -0.24 -0.22 -0.06
```
Positions in Å, forces in eV/Å.



No. 6
Formula: C11H15N
Source: the Open Molecules 2025 dataset
Level of theory: the ωB97M-V functional and the def2-TZVPD basis

Properties
HOMO level: -7.974 eV
SMILES string: Cc1c[nH]c2ccccc12.CC
Electronic energy: -13140.1128 eV

```
27
Properties=species:S:1:pos:R:3:forces:R:3
C 0.321 -1.386 3.892 -0.01 -0.42 -0.93
C 0.928 -1.325 2.511 -0.77 0.13 0.30
C 1.873 -2.148 2.013 0.43 -0.12 -0.60
N 2.251 -1.756 0.715 -0.55 -0.54 0.82
C 1.429 -0.699 0.384 0.03 0.60 -0.61
C 1.493 0.130 -0.743 0.31 -1.00 0.54
C 0.719 1.252 -0.769 -0.26 1.05 -0.43
C -0.173 1.565 0.269 -0.51 -0.61 1.03
C -0.275 0.712 1.346 0.22 -0.93 0.26
C 0.572 -0.401 1.447 0.81 -0.17 0.12
H 1.048 -1.817 4.573 -0.06 0.07 0.29
H -0.552 -2.045 3.849 -0.02 0.10 0.25
H -0.006 -0.407 4.227 0.09 0.09 0.15
H 2.344 -3.016 2.449 0.01 0.12 0.14
H 2.539 -2.473 0.065 0.13 0.37 -0.10
H 2.199 -0.158 -1.503 0.04 0.34 -0.44
H 0.810 1.928 -1.610 -0.05 0.02 -0.04
H -0.852 2.406 0.361 0.29 0.22 -0.89
H -1.045 0.766 2.099 -0.06 0.71 0.20
C -1.530 1.140 -3.807 1.18 -0.84 0.01
C -2.418 1.186 -2.569 -0.91 -1.17 -0.96
H -1.495 0.137 -4.244 -0.49 0.03 -0.07
H -1.664 1.834 -4.629 -0.53 0.26 0.17
H -0.488 1.223 -3.516 0.33 0.51 0.16
H -1.893 0.843 -1.693 0.38 0.46 0.41
H -3.180 0.400 -2.680 -0.17 0.34 -0.08
H -2.956 2.111 -2.436 0.16 0.37 0.29
```
Positions in Å, forces in eV/Å.



Per-record energy relative to the best compared isomer or geometry (same formula, charge and spin), kcal/mol: 49.3, 13.2, 13.0, 68.5, 32.1, 15.6
Per-record frontier orbital gap, eV: 8.71, 8.95, 8.86, 8.68, 8.71, 8.92